# 1
The ion C3H3N2OS with charge +1, computed with ωB97M-V/def2-TZVPD.

As for the total energy: -698.71384 a.u. As for the gap between HOMO and LUMO: 8.872 eV. As for the energy relative to the best compared isomer or geometry (same formula, charge and spin): 45.7 kcal/mol. As for the charge: +1. The HOMO energy comes out at -14.1 eV.

Last column: Mulliken charge in e.
Positions of all 10 atoms, in Å:
O: 1.953 2.062 -0.288  -0.1278
C: 1.654 1.083 0.181  0.5697
N: 1.093 0.086 0.604  -0.1819
C: 0.093 -0.843 -0.370  -0.3122
N: -1.057 -0.137 -0.536  -0.3357
C: -2.195 -0.030 -0.037  0.5217
S: -3.610 0.567 0.072  -0.1579
H: 1.411 -0.098 1.561  0.3234
H: 0.089 -1.865 0.106  0.3543
H: 0.568 -0.826 -1.291  0.3463

# 2
A cluster of 2 separate species, C10H14ClN in total, computed with ωB97M-V/def2-TZVPD.

As for the total energy: -904.26845 a.u. As for the gap between HOMO and LUMO: 7.893 eV. As for the energy relative to the best compared isomer or geometry (same formula, charge and spin): 87.2 kcal/mol. As for the charge: 0. The HOMO energy comes out at -7.4 eV.

Last column: Mulliken charge in e.
Positions of all 26 atoms, in Å:
N: 1.054 -1.414 1.784  -0.5155
C: 0.986 -0.048 1.367  0.6132
Cl: 2.517 0.837 1.430  -0.2276
C: -0.228 0.563 1.137  0.2103
C: -0.376 1.987 0.815  -0.4102
C: -1.609 2.539 0.673  -0.6144
C: -2.840 1.769 0.719  -0.2320
C: -2.748 0.462 1.063  -0.6375
C: -1.425 -0.349 1.087  -0.6195
H: 1.948 -1.657 2.294  0.2292
H: 0.660 -2.160 1.283  0.2070
H: 0.548 2.427 0.536  0.3242
H: -1.612 3.455 0.154  0.3577
H: -3.859 2.257 0.710  0.3239
H: -3.710 -0.112 1.249  0.2819
H: -1.302 -0.977 1.999  0.4060
H: -1.456 -1.038 0.281  0.3124
C: 0.268 -0.290 -2.251  -1.0826
C: 1.060 -1.215 -1.812  0.3263
C: 2.555 -1.199 -2.097  -1.0640
H: 0.671 0.478 -2.798  0.2737
H: -0.694 -0.471 -2.046  0.3723
H: 0.896 -2.144 -1.265  0.3136
H: 2.816 -0.299 -2.588  0.3511
H: 3.003 -1.174 -1.112  0.2371
H: 2.880 -2.226 -2.613  0.2634